C14H23N2PRuS | ωB97M-V/def2-TZVPD

Output
Total charge: +2
Energy above the lowest of the compared OMol25 structures with the same formula, charge and spin, kJ/mol: 0.0
⟨S²⟩: 6.05
DFT total energy, Eh: -1490.4374
Multiplicity: 5

Positions of all 42 atoms, in Å:
C (-2.42366, -0.05704, -3.75965)
C (-2.12294, -1.07364, -2.85603)
C (-1.47313, -0.79480, -1.64622)
C (-1.17632, 0.54884, -1.34799)
C (-1.22600, 1.50795, -2.38070)
C (-2.01116, 1.24932, -3.51124)
C (-1.18784, -1.92432, -0.71700)
C (-0.22197, -3.03817, -1.26904)
N (0.94822, -2.63371, -2.00181)
Ru (-0.88266, 1.29247, 0.57738)
C (-0.48653, 2.79903, -2.16899)
P (0.44104, 2.55485, -0.56851)
H (-2.40839, -2.11202, -3.05174)
H (-2.27834, 2.07297, -4.17898)
H (-2.96762, -0.29964, -4.66695)
H (-1.16973, 3.65728, -2.06600)
H (0.24496, 3.05738, -2.95177)
H (-0.81067, -1.58428, 0.25310)
H (-2.14179, -2.43966, -0.50546)
H (0.14502, -3.62185, -0.39252)
C (1.22611, 4.11274, -0.15211)
C (1.83833, 1.49012, -1.09808)
H (-0.81080, -3.69987, -1.93646)
C (0.95783, -2.52214, -3.43032)
C (2.24700, -2.66448, -1.38150)
H (-2.01308, 2.52811, 0.36937)
H (1.51049, -3.36989, -3.88094)
H (-0.06436, -2.47638, -3.82785)
H (1.49756, -1.60356, -3.72046)
H (2.75371, -3.63078, -1.58404)
H (2.87472, -1.85290, -1.79642)
H (2.15894, -2.54196, -0.29000)
H (2.49332, 2.02251, -1.79960)
H (2.40279, 1.22823, -0.19341)
H (1.45512, 0.57409, -1.56704)
H (1.32336, 4.76516, -1.03059)
H (0.62774, 4.61248, 0.61814)
H (2.22131, 3.88935, 0.25487)
H (-1.70829, 2.69331, 1.13491)
S (0.38324, -2.15166, 3.24563)
C (0.04375, -0.79451, 2.51403)
N (-0.20936, 0.23117, 1.92661)

Force components x, y, z for each atom (eV/Å):
C -0.2 0.0 0.1
C 0.3 0.0 0.4
C -0.6 0.3 -0.6
C 1.1 -0.1 0.0
C -0.8 0.0 -0.2
C 0.4 0.2 0.1
C -0.1 -0.4 0.6
C -0.6 -0.9 0.5
N 0.4 -0.3 0.0
Ru -1.3 -2.1 -1.4
C -0.2 0.5 0.8
P 2.1 0.2 -3.1
H 0.0 0.4 -0.1
H 0.3 -0.4 0.0
H 0.0 0.1 0.1
H 0.2 -0.1 -0.1
H -0.3 -0.2 0.1
H 0.1 0.0 -0.3
H 0.5 -0.1 0.0
H -0.4 0.3 -0.6
C -0.1 0.2 0.8
C 0.1 0.1 0.2
H 0.4 0.3 0.3
C -0.4 0.5 -0.8
C 0.5 0.5 0.7
H -1.0 1.0 0.6
H -0.2 0.2 0.3
H 0.4 -0.1 0.2
H -0.1 -0.3 0.1
H -0.3 0.3 0.0
H -0.3 -0.5 0.1
H 0.0 -0.1 -0.4
H -0.1 0.0 0.2
H 0.0 0.0 -0.3
H 0.1 0.3 0.2
H -0.1 -0.3 0.2
H 0.2 0.2 -0.2
H -0.3 0.2 0.0
H -0.7 1.1 0.3
S -0.2 0.9 -0.4
C 0.2 -0.6 0.4
N 0.9 -1.2 1.6

***

C4H3LiO6Pb | ωB97M-V/def2-TZVPD

Output
Total charge: 0
Energy above the lowest of the compared OMol25 structures with the same formula, charge and spin, kJ/mol: 76.4
DFT total energy, Eh: -805.9406

Positions of all 15 atoms, in Å:
O (3.72404, -0.56170, -1.51309)
C (2.75994, 0.19813, -1.19076)
O (2.97543, 1.43814, -1.03422)
O (1.61702, -0.35897, -0.87313)
C (0.71306, 0.32394, -0.04793)
O (-1.02547, -0.05530, 1.44100)
C (-2.31109, -0.47801, 1.69510)
C (-0.46589, -0.30355, 0.20584)
O (-2.70486, -1.52712, 1.14197)
O (-3.10825, 0.40583, 2.07793)
Pb (5.03600, 1.13248, -1.74201)
Li (-4.41985, -0.42730, 0.78035)
H (0.83709, 1.40498, 0.01344)
H (-0.60825, -1.34004, -0.11183)
H (-3.01892, 0.14851, -0.84267)

Force components x, y, z for each atom (eV/Å):
O -1.6 -1.2 -0.3
C 0.9 0.3 1.1
O -1.5 0.1 0.0
O -1.2 -0.3 0.0
C -1.4 0.4 -1.4
O -0.1 1.0 0.4
C -1.4 1.3 -3.3
C 2.2 -1.8 1.7
O 0.0 -1.0 0.2
O -0.1 0.1 1.0
Pb 2.8 1.3 -0.7
Li 1.0 -0.2 0.8
H 0.5 -0.4 0.8
H -0.1 0.3 -0.3
H 0.0 0.0 -0.1